# 1
A cluster of 2 separate species, C11H15N in total in a non-equilibrium geometry, computed with ωB97M-V with the def2-TZVPD basis set.

Properties
**Structure (SMILES)**: Cc1c[nH]c2ccccc12.CC
**Relative energy (zero: lowest compared OMol25 entry of this formula, charge and spin)**: 57.22 kcal/mol
**Net charge**: 0
**Highest occupied orbital energy**: -7.8 eV
**Gap between HOMO and LUMO**: 8.755 eV

Geometry (Å):
C 0.286 2.840 -2.362
C 0.580 2.197 -1.129
C 0.908 2.894 0.025
N 1.389 2.066 1.061
C 1.459 0.769 0.495
C 1.924 -0.458 1.084
C 1.547 -1.510 0.348
C 0.851 -1.516 -0.864
C 0.507 -0.337 -1.537
C 0.895 0.852 -0.811
H 1.160 3.137 -3.005
H -0.230 3.850 -2.513
H -0.492 2.152 -2.964
H 0.932 3.889 0.095
H 2.051 2.460 1.753
H 2.469 -0.380 2.129
H 2.002 -2.491 0.696
H 0.489 -2.485 -1.289
H 0.049 -0.246 -2.533
C -2.623 -2.027 0.717
C -2.094 -2.455 2.110
H -2.326 -0.899 0.683
H -2.087 -2.528 -0.157
H -3.618 -2.170 0.730
H -1.780 -3.509 2.112
H -2.884 -2.333 2.859
H -1.360 -1.763 2.267

How is the electron density shared among the atoms? According to natural (NBO), the charges in e are: number 1, C, carries -0.640; number 2, C, carries -0.124; number 3, C, carries -0.006; number 4, N, carries -0.544; number 5, C, carries 0.144; number 6, C, carries -0.233; number 7, C, carries -0.235; number 8, C, carries -0.243; number 9, C, carries -0.174; number 10, C, carries -0.097; number 11, H, carries 0.225; number 12, H, carries 0.237; number 13, H, carries 0.209; number 14, H, carries 0.189; number 15, H, carries 0.411; number 16, H, carries 0.229; number 17, H, carries 0.213; number 18, H, carries 0.216; number 19, H, carries 0.223; number 20, C, carries -0.591; number 21, C, carries -0.604; number 22, H, carries 0.199; number 23, H, carries 0.203; number 24, H, carries 0.193; number 25, H, carries 0.199; number 26, H, carries 0.196; number 27, H, carries 0.205



# 2
A cluster of 2 separate species, C11H15N in total in a non-equilibrium geometry, computed with ωB97M-V with the def2-TZVPD basis set.

Properties
**Structure (SMILES)**: Cc1c[nH]c2ccccc12.CC
**Relative energy (zero: lowest compared OMol25 entry of this formula, charge and spin)**: 46.51 kcal/mol
**Net charge**: 0
**Highest occupied orbital energy**: -7.8 eV
**Gap between HOMO and LUMO**: 8.713 eV

Geometry (Å):
C -1.624 -2.449 1.024
C -0.510 -1.461 1.072
C -0.506 -0.275 1.830
N 0.583 0.484 1.342
C 1.228 -0.236 0.201
C 2.336 0.207 -0.528
C 2.804 -0.717 -1.456
C 2.070 -1.984 -1.683
C 0.923 -2.352 -0.935
C 0.453 -1.401 0.003
H -2.429 -2.348 1.761
H -1.185 -3.566 1.075
H -2.347 -2.436 0.295
H -1.178 0.124 2.658
H 0.962 1.396 1.516
H 2.662 1.200 -0.364
H 3.612 -0.437 -2.080
H 2.476 -2.704 -2.354
H 0.416 -3.299 -1.220
C -0.936 2.791 -0.905
C -1.779 2.785 0.391
H -1.417 2.156 -1.577
H -0.784 3.749 -1.422
H 0.146 2.348 -0.733
H -1.322 3.374 1.222
H -1.886 1.824 0.808
H -2.768 3.225 0.062

How is the electron density shared among the atoms? According to natural (NBO), the charges in e are: number 1, C, carries -0.637; number 2, C, carries -0.100; number 3, C, carries -0.019; number 4, N, carries -0.566; number 5, C, carries 0.156; number 6, C, carries -0.242; number 7, C, carries -0.209; number 8, C, carries -0.226; number 9, C, carries -0.192; number 10, C, carries -0.109; number 11, H, carries 0.222; number 12, H, carries 0.203; number 13, H, carries 0.219; number 14, H, carries 0.232; number 15, H, carries 0.411; number 16, H, carries 0.215; number 17, H, carries 0.211; number 18, H, carries 0.209; number 19, H, carries 0.223; number 20, C, carries -0.598; number 21, C, carries -0.609; number 22, H, carries 0.204; number 23, H, carries 0.205; number 24, H, carries 0.188; number 25, H, carries 0.195; number 26, H, carries 0.209; number 27, H, carries 0.205



# 3
A cluster of 2 separate species, C11H15N in total, computed with ωB97M-V with the def2-TZVPD basis set.

Properties
**Structure (SMILES)**: Cc1c[nH]c2ccccc12.CC
**Relative energy (zero: lowest compared OMol25 entry of this formula, charge and spin)**: 5.59 kcal/mol
**Net charge**: 0
**Highest occupied orbital energy**: -8.0 eV
**Gap between HOMO and LUMO**: 8.924 eV

Geometry (Å):
C 1.224 -1.732 3.660
C 1.900 -1.203 2.439
C 3.207 -0.944 2.212
N 3.409 -0.519 0.896
C 2.165 -0.389 0.308
C 1.857 -0.050 -1.002
C 0.537 -0.140 -1.394
C -0.437 -0.547 -0.477
C -0.120 -0.931 0.812
C 1.207 -0.852 1.227
H 0.916 -0.927 4.347
H 1.848 -2.395 4.267
H 0.343 -2.324 3.404
H 4.084 -0.999 2.841
H 4.127 0.171 0.723
H 2.620 0.235 -1.715
H 0.291 0.093 -2.424
H -1.466 -0.661 -0.800
H -0.892 -1.255 1.496
C -2.789 1.651 -2.183
C -3.924 2.156 -3.054
H -2.218 0.820 -2.605
H -2.059 2.443 -2.019
H -3.142 1.334 -1.195
H -3.564 2.611 -3.978
H -4.679 1.403 -3.269
H -4.445 2.952 -2.519

How is the electron density shared among the atoms? According to natural (NBO), the charges in e are: number 1, C, carries -0.632; number 2, C, carries -0.098; number 3, C, carries -0.027; number 4, N, carries -0.540; number 5, C, carries 0.124; number 6, C, carries -0.236; number 7, C, carries -0.217; number 8, C, carries -0.239; number 9, C, carries -0.206; number 10, C, carries -0.036; number 11, H, carries 0.218; number 12, H, carries 0.220; number 13, H, carries 0.217; number 14, H, carries 0.207; number 15, H, carries 0.399; number 16, H, carries 0.213; number 17, H, carries 0.213; number 18, H, carries 0.211; number 19, H, carries 0.209; number 20, C, carries -0.605; number 21, C, carries -0.606; number 22, H, carries 0.198; number 23, H, carries 0.205; number 24, H, carries 0.203; number 25, H, carries 0.202; number 26, H, carries 0.202; number 27, H, carries 0.201



# 4
A cluster of 2 separate species, C11H15N in total in a non-equilibrium geometry, computed with ωB97M-V with the def2-TZVPD basis set.

Properties
**Structure (SMILES)**: Cc1c[nH]c2ccccc12.CC
**Relative energy (zero: lowest compared OMol25 entry of this formula, charge and spin)**: 16.40 kcal/mol
**Net charge**: 0
**Highest occupied orbital energy**: -7.9 eV
**Gap between HOMO and LUMO**: 8.854 eV

Geometry (Å):
C -0.780 1.505 4.306
C 0.090 1.520 3.074
C 1.157 2.320 2.826
N 1.586 2.150 1.516
C 0.834 1.165 0.939
C 0.866 0.591 -0.336
C -0.236 -0.112 -0.759
C -1.284 -0.406 0.137
C -1.286 0.092 1.421
C -0.193 0.832 1.842
H -0.459 2.255 5.024
H -0.532 0.575 4.818
H -1.835 1.472 4.058
H 1.524 3.137 3.429
H 2.522 2.401 1.240
H 1.686 0.863 -0.995
H -0.289 -0.510 -1.760
H -2.099 -0.984 -0.290
H -2.162 -0.028 2.047
C -0.110 -3.082 -4.143
C 0.322 -1.630 -4.011
H -1.165 -3.246 -4.338
H 0.350 -3.495 -5.053
H 0.291 -3.717 -3.356
H -0.435 -1.155 -3.386
H 0.440 -0.984 -4.880
H 1.198 -1.527 -3.370

How is the electron density shared among the atoms? According to natural (NBO), the charges in e are: number 1, C, carries -0.629; number 2, C, carries -0.071; number 3, C, carries -0.045; number 4, N, carries -0.531; number 5, C, carries 0.149; number 6, C, carries -0.240; number 7, C, carries -0.213; number 8, C, carries -0.239; number 9, C, carries -0.188; number 10, C, carries -0.103; number 11, H, carries 0.219; number 12, H, carries 0.217; number 13, H, carries 0.219; number 14, H, carries 0.209; number 15, H, carries 0.405; number 16, H, carries 0.207; number 17, H, carries 0.210; number 18, H, carries 0.209; number 19, H, carries 0.210; number 20, C, carries -0.617; number 21, C, carries -0.610; number 22, H, carries 0.207; number 23, H, carries 0.201; number 24, H, carries 0.213; number 25, H, carries 0.193; number 26, H, carries 0.211; number 27, H, carries 0.206